102
Properties=species:S:1:pos:R:3:mulliken_charge:R:1 method="wB97M-V/def2-TZVPD" total_energy_ev=-105072.2778 lumo_ha=-0.1304 largest_force_ev_per_a=3.2 total_charge=+1
C 3.379 2.183 1.875 -1.25
C 2.545 0.993 1.303 -0.46
I 3.837 -0.775 1.447 0.14
C 2.114 1.117 -0.224 -0.08
I 3.453 2.484 -1.232 0.13
C 0.590 1.421 -0.425 0.16
C 0.107 2.208 -1.703 -1.66
C 0.000 1.364 -3.013 0.42
C 1.358 0.994 -3.674 -0.04
N 1.843 -0.338 -3.777 -0.23
O 1.997 1.895 -4.162 -0.55
C -0.437 0.212 -0.238 0.21
C -0.053 -1.184 -0.810 -0.16
C -1.287 -2.129 -1.060 -0.92
C -2.134 -1.714 -2.295 -0.40
O -3.006 -2.758 -2.727 -0.52
C -0.862 0.274 1.277 0.30
C -2.308 -0.323 1.586 -1.72
C -0.697 1.774 1.594 0.67
F -1.207 2.448 2.576 -0.23
N 0.075 2.293 0.696 -0.07
S 0.381 4.013 0.921 -0.16
H 2.935 3.186 1.674 0.17
H 4.457 2.139 1.609 0.50
H 3.357 2.074 2.990 0.47
H 1.707 0.791 1.998 0.45
H 2.299 0.114 -0.673 0.05
H -0.932 2.556 -1.475 0.41
H 0.682 3.143 -1.899 0.63
H -0.532 2.004 -3.755 0.68
H -0.605 0.440 -2.919 -0.54
H 2.515 -0.428 -4.539 0.44
H 2.230 -0.671 -2.894 0.02
H -1.345 0.562 -0.791 0.51
H 0.548 -1.102 -1.743 -0.30
H 0.568 -1.718 -0.052 0.59
H -0.838 -3.119 -1.323 0.42
H -1.881 -2.303 -0.141 0.30
H -1.399 -1.555 -3.132 0.34
H -2.647 -0.734 -2.145 0.25
H -3.367 -2.474 -3.582 0.37
H -0.217 -0.455 1.827 0.30
H -2.896 -0.238 0.646 0.33
H -2.141 -1.408 1.756 0.44
H -2.792 0.162 2.453 0.42
H -0.834 4.578 0.582 0.24
C -6.329 -2.856 1.687 -0.79
N -5.001 -2.678 2.335 0.89
O -4.734 -1.578 2.786 -0.54
O -4.271 -3.648 2.369 -0.52
H -6.868 -1.915 1.730 0.32
H -6.153 -3.154 0.655 0.33
H -6.859 -3.627 2.233 0.32
C 1.681 0.611 -7.920 -0.66
N 2.644 -0.500 -7.688 0.85
O 3.107 -1.053 -8.660 -0.51
O 2.898 -0.773 -6.528 -0.59
H 1.552 0.741 -8.990 0.32
H 0.742 0.334 -7.448 0.24
H 2.100 1.507 -7.468 0.26
C -1.506 6.982 3.122 -0.36
N -2.115 7.527 1.876 0.95
O -1.870 6.949 0.824 -0.56
O -2.809 8.509 1.989 -0.52
H -0.912 6.111 2.868 -0.12
H -0.888 7.761 3.544 0.35
H -2.317 6.715 3.795 0.33
C 3.519 -5.002 -0.680 -0.96
N 2.856 -3.673 -0.747 0.85
O 3.332 -2.846 -1.505 -0.50
O 1.882 -3.509 -0.035 -0.48
H 4.364 -5.006 -1.360 0.36
H 3.848 -5.153 0.346 0.32
H 2.787 -5.749 -0.972 0.37
C 4.471 -9.745 -1.072 -0.71
N 3.811 -8.414 -1.142 0.84
O 4.287 -7.587 -1.898 -0.51
O 2.837 -8.245 -0.435 -0.49
H 5.318 -9.750 -1.751 0.32
H 4.797 -9.896 -0.046 0.28
H 3.736 -10.491 -1.365 0.28
C -10.108 -6.034 1.558 -0.69
N -9.317 -4.875 1.064 0.86
O -8.977 -4.035 1.879 -0.55
O -9.065 -4.847 -0.122 -0.50
H -10.255 -5.925 2.627 0.31
H -11.060 -6.028 1.033 0.28
H -9.542 -6.936 1.335 0.28
C 5.426 5.662 1.495 -0.54
N 4.935 6.101 2.830 0.92
O 5.760 6.306 3.693 -0.52
O 3.727 6.219 2.958 -0.52
H 6.510 5.597 1.524 0.31
H 4.985 4.690 1.292 0.05
H 5.104 6.401 0.766 0.29
C 1.930 5.263 5.608 -0.58
N 0.583 5.897 5.601 0.89
O -0.230 5.503 6.409 -0.53
O 0.394 6.774 4.775 -0.54
H 1.954 4.507 6.387 0.31
H 2.087 4.817 4.629 0.12
H 2.659 6.045 5.803 0.31